15
Properties=species:S:1:pos:R:3 method="wB97M-V/def2-TZVPD" homo_ev=-8.23 smiles=C[C@@]12[C@@H]3[C@H]4[C@@H]3[C@@H]1[C@H]42 largest_force_ev_per_a=1.300
C 2.05 0.02 0.01
C 0.55 -0.01 0.02
C -0.48 -1.14 -0.23
C -1.44 -0.17 -0.89
C -1.53 -0.37 0.58
C -0.47 0.70 0.88
C -0.41 0.97 -0.62
H 2.43 0.95 0.45
H 2.45 -0.82 0.59
H 2.44 -0.06 -1.01
H -0.53 -2.16 0.13
H -2.17 -0.34 -1.67
H -2.32 -0.85 1.13
H -0.33 1.34 1.74
H -0.25 1.93 -1.10

=====

40
Properties=species:S:1:pos:R:3 method="wB97M-V/def2-TZVPD" homo_ev=-12.38 largest_force_ev_per_a=0.486 charge=+1
Pd 0.43 -0.53 0.27
C -3.58 1.04 -1.08
C -3.33 0.37 0.19
O -4.08 -0.58 0.55
P -1.34 -2.90 -0.26
O -2.61 -3.45 -0.98
O -1.45 -3.27 1.25
O -1.28 -1.41 -0.47
P -1.98 0.75 1.43
O -2.54 2.09 2.06
O -2.14 -0.45 2.30
O -0.71 1.10 0.69
H -4.24 0.46 -1.72
H -2.63 1.26 -1.56
H -4.06 2.00 -0.84
H -3.73 -0.90 1.43
H -2.78 -4.40 -0.91
H -1.45 -2.49 1.85
H -1.97 2.85 1.94
I 1.43 -0.65 3.57
C 2.57 0.31 2.13
C 3.77 0.90 2.48
C 4.51 1.56 1.51
C 4.02 1.63 0.22
C 2.81 1.03 -0.06
N 2.10 0.39 0.88
H 4.12 0.82 3.50
H 5.45 2.01 1.77
H 4.55 2.14 -0.57
H 2.38 1.05 -1.05
O 1.45 -2.28 0.33
S 1.45 -3.04 -0.97
O -0.13 -3.68 -0.89
O 1.42 -2.19 -2.10
O 2.26 -4.19 -0.93
Cl 0.75 3.60 -1.98
C 0.26 2.59 -3.34
Cl -0.12 0.93 -2.82
H 1.07 2.54 -4.05
H -0.63 3.02 -3.78

=====

Short version: energy above the lowest of the compared OMol25 structures with the same formula, charge and spin = 493.2; 0.0 kJ/mol, in the order given.
Short version: Kohn-Sham gap = 9.446; 8.082 eV, in the order given.